Record 1
{"formula": "C4H5NOS2", "method": "ωB97M-V with the def2-TZVPD basis set", "symbols": ["C", "N", "S", "O", "C", "H", "S", "H", "H", "H", "C", "C", "H"], "xyz": [[-0.519, 0.094, -0.230], [-1.581, 2.101, -0.889], [0.103, 1.296, 0.907], [0.978, -1.662, -1.612], [-0.814, 2.541, 0.071], [1.080, -0.814, 1.415], [0.163, -1.837, -0.444], [2.298, -1.989, 0.649], [0.994, -2.495, 1.745], [-0.676, 3.532, 0.387], [1.246, -1.753, 1.024], [-1.408, 0.721, -1.092], [-1.865, 0.263, -1.931]], "mulliken_charge": [0.30, -0.51, -0.15, -0.51, -0.08, 0.09, 0.49, 0.27, 0.32, 0.40, -0.56, -0.47, 0.41], "homo_lumo_gap_ev": 10.0, "lumo_ev": 0.429, "e_tot_ha": -1081.70507, "e_homo_ev": -9.5338, "de_lowest_kj_mol": 231.6}

***

Record 2
{"formula": "C35H38BrEuN8O9S", "method": "ωB97M-V with the def2-TZVPD basis set", "symbols": ["H", "C", "H", "C", "C", "O", "H", "N", "C", "H", "O", "C", "H", "Eu", "H", "H", "N", "H", "O", "C", "H", "C", "H", "H", "H", "C", "H", "S", "C", "H", "N", "C", "C", "C", "C", "C", "C", "C", "C", "H", "C", "H", "H", "H", "H", "C", "H", "C", "N", "H", "H", "O", "O", "C", "H", "C", "N", "C", "H", "C", "H", "H", "C", "C", "H", "H", "C", "H", "N", "H", "C", "C", "Br", "H", "H", "O", "H", "N", "C", "H", "O", "O", "C", "C", "C", "H", "O", "H", "N", "H", "H", "C", "C"], "xyz": [[-3.212, -5.369, -1.622], [1.885, -0.569, -5.167], [-0.657, 3.468, 1.596], [-2.092, 0.428, 2.250], [0.947, -0.716, -6.129], [0.491, -0.046, -8.253], [-3.763, -0.835, 0.984], [-2.066, -1.737, -4.368], [-0.492, -5.910, -1.716], [1.884, 0.428, 5.527], [-2.955, -1.445, -5.217], [0.281, -4.728, 2.592], [4.006, -0.912, 5.666], [0.245, 1.228, -0.384], [3.577, 0.323, -0.869], [-2.782, -1.039, -0.617], [-1.824, -0.079, 0.905], [-0.634, 1.833, 3.106], [-2.102, -2.582, -3.458], [-1.256, -2.906, 2.724], [0.577, -3.205, -1.385], [-2.552, -4.740, -1.047], [1.327, 7.236, 4.177], [-1.073, -2.547, -1.166], [-4.148, 3.820, -0.409], [1.340, 5.403, 0.899], [-2.415, -5.117, -0.047], [-2.766, 1.983, -1.373], [1.287, 4.696, -0.447], [-1.055, -1.110, -6.799], [1.373, -0.434, -7.534], [2.330, -0.063, -2.790], [-0.018, -0.521, -3.515], [-0.315, -3.438, 0.526], [2.140, 6.565, 0.917], [1.467, 6.690, 3.285], [-0.389, -0.985, -5.935], [-0.830, -0.973, -4.622], [0.845, 5.449, 3.168], [2.626, 6.878, -0.003], [3.483, 0.193, 0.209], [-0.490, -6.290, -0.706], [-1.232, -1.450, 1.143], [0.959, 1.035, 3.230], [-2.388, 2.303, 3.287], [-0.461, -3.848, 3.371], [0.787, -5.556, 3.031], [-3.081, 3.502, -0.436], [0.627, 4.937, 1.981], [-4.423, 0.507, -1.218], [-2.010, -2.363, 3.279], [2.020, 0.873, -2.016], [0.944, 3.433, -0.425], [-3.756, 0.828, -0.440], [-1.281, -4.195, -2.650], [-0.958, -2.529, 1.399], [-1.387, 2.767, 1.380], [1.931, 0.500, 3.375], [0.916, -5.266, 0.580], [4.446, -0.697, 3.619], [-2.508, 4.268, -1.035], [-1.182, -6.551, -2.330], [-2.600, 3.583, 1.038], [1.388, -0.425, -3.878], [5.322, -0.750, 0.733], [2.834, 8.082, 2.269], [0.283, -4.569, 1.192], [0.472, -5.842, -2.227], [-1.192, -4.575, -1.707], [-0.550, -4.031, 4.402], [2.446, 0.272, 4.624], [2.599, 0.207, 2.170], [0.062, 4.598, 4.674], [-1.461, -0.178, 2.917], [5.475, -1.014, 3.684], [2.581, -0.590, -7.797], [-3.445, 3.213, 1.656], [2.347, 0.492, 0.870], [-3.100, -0.375, 0.194], [2.944, -0.554, -5.338], [-0.531, -0.211, -2.377], [1.492, 5.425, -1.438], [3.919, -0.291, 2.385], [2.214, 7.178, 2.159], [3.616, -0.496, 4.744], [-2.521, 4.695, 1.328], [3.385, -0.739, -2.907], [-3.029, -3.719, -0.957], [4.432, -0.324, 1.047], [-4.336, 1.297, 0.389], [-3.214, 0.283, 2.460], [-0.398, -3.381, -0.965], [-1.621, 1.918, 2.580]], "lowdin_spin": [0.00, 0.00, 0.00, 0.00, 0.00, 0.00, 0.00, 0.00, 0.00, 0.00, 0.00, 0.00, 0.00, 6.09, 0.00, 0.00, -0.04, 0.00, 0.00, 0.00, 0.00, 0.00, 0.00, 0.00, 0.00, 0.00, 0.00, 0.00, 0.00, 0.00, 0.00, 0.00, 0.00, 0.00, 0.00, 0.00, 0.00, 0.00, 0.00, 0.00, 0.00, 0.00, 0.00, 0.00, 0.00, 0.00, 0.00, 0.00, 0.00, 0.00, 0.00, -0.01, -0.01, 0.00, 0.00, 0.00, 0.00, 0.00, 0.00, 0.00, 0.00, 0.00, 0.00, 0.00, 0.00, 0.00, 0.00, 0.00, 0.00, 0.00, 0.00, 0.00, 0.00, 0.00, 0.00, 0.00, 0.00, -0.01, 0.00, 0.00, -0.01, 0.00, 0.00, 0.00, 0.00, 0.00, 0.00, 0.00, 0.00, 0.00, 0.00, 0.00, 0.00], "spin_multiplicity": 7, "homo_lumo_gap_ev": [5.3, 6.6], "lumo_ev": [-1.541, -0.414], "e_tot_ha": -6154.02179, "e_homo_ev": [-6.8644, -6.9996], "s_squared": 12.036}

***

Record 3
{"formula": "C8H12F18NaO6P3", "method": "ωB97M-V with the def2-TZVPD basis set", "symbols": ["Na", "H", "F", "F", "H", "F", "H", "F", "C", "O", "F", "F", "C", "H", "F", "C", "C", "H", "F", "H", "C", "O", "F", "P", "H", "O", "F", "H", "H", "F", "H", "O", "H", "F", "F", "F", "H", "P", "F", "F", "O", "F", "C", "P", "F", "C", "C", "O"], "xyz": [[-0.495, 0.999, 0.399], [-0.459, -0.722, 1.290], [-2.047, 2.182, 1.016], [0.739, -0.091, 0.917], [-0.051, -3.671, 2.040], [-2.038, 3.409, -1.000], [-2.355, -3.383, 2.332], [2.317, 1.763, 0.898], [-1.071, -3.816, -0.451], [-0.194, -3.054, 0.157], [2.184, 1.765, 3.232], [-0.703, 4.986, -0.199], [-2.024, -2.990, 1.371], [1.008, -1.444, 1.918], [-1.741, -0.454, -2.520], [0.677, 1.834, -2.395], [-0.080, -1.503, 1.949], [1.210, -0.645, -0.593], [-1.851, 1.165, -0.780], [0.431, -0.945, -2.229], [1.019, -0.277, -1.600], [-0.878, -4.382, -1.563], [0.381, 2.119, 1.824], [-1.407, 3.591, 0.445], [-0.421, -1.284, 2.961], [0.215, 0.943, -1.484], [2.696, -0.197, 2.232], [2.303, -0.486, -3.383], [4.383, -0.035, -2.435], [-2.417, -0.541, 0.645], [3.660, -0.631, -1.062], [0.217, 2.905, -2.644], [-2.402, -2.005, 1.097], [-0.433, -0.530, -0.629], [-0.043, 2.783, -0.079], [0.637, 0.225, 3.220], [3.638, 1.136, -1.173], [1.456, 0.898, 2.036], [-2.734, 4.424, 0.812], [-0.485, 3.926, 1.767], [1.917, 1.394, -2.878], [-2.037, -2.054, -0.995], [2.244, 0.106, -2.470], [-2.086, -0.437, -0.888], [-3.715, -0.460, -1.139], [-0.534, -2.862, 1.493], [3.574, 0.212, -1.747], [-2.203, -3.866, 0.284]], "mulliken_charge": [0.86, 0.76, -0.36, -0.51, 0.55, -0.37, 0.44, -0.38, 0.84, -0.36, -0.40, -0.44, -0.60, 0.30, -0.41, 0.51, -1.89, 0.08, -0.08, 0.17, -0.99, -0.74, -0.20, 1.52, 0.51, 0.24, -0.46, 0.38, 0.41, -0.41, 0.30, -0.57, 0.35, 0.15, -0.50, -0.35, 0.35, 1.50, -0.39, -0.38, -0.44, -0.44, 0.52, 1.26, -0.43, 0.01, -1.48, -0.42], "homo_lumo_gap_ev": 9.2, "lumo_ev": 4.174, "e_tot_ha": -3747.75605, "e_homo_ev": -5.0503, "de_lowest_kj_mol": 1646.1, "total_charge": -2}